C3H5IO | the ωB97M-V functional and the def2-TZVPD basis

```
10
Properties=species:S:1:pos:R:3:forces:R:3:nbo_charge:R:1
C -0.136 2.456 -0.439 1.448 -2.979 1.014 0.415
C 0.310 -0.317 0.406 -0.143 -1.267 1.692 -0.743
C -0.663 -0.052 -0.607 -2.488 1.454 0.139 -0.280
O 0.775 2.354 0.316 -1.169 1.344 -0.998 -0.486
I -2.714 -0.153 0.016 0.249 0.081 -0.085 0.049
H -0.619 3.328 -0.866 -0.290 0.585 -0.102 0.154
H -0.174 0.048 1.350 1.141 -0.403 -0.468 0.230
H 0.623 -1.417 0.533 -0.376 1.600 -0.325 0.231
H 1.115 0.335 0.115 1.036 -0.135 0.515 0.256
H -0.703 -0.490 -1.557 0.592 -0.280 -1.382 0.173
```
Positions in Å, forces in eV/Å.

Summary:
HOMO (alpha / beta) ... -8.187 / -8.040 eV
Total charge ... 0
Relative energy (zero: lowest compared OMol25 entry of this formula, charge and spin) ... 77.4 kcal/mol
Orbital gap (alpha / beta) ... 8.211 / 8.146 eV
LUMO (alpha / beta) ... 0.024 / 0.107 eV

C13H21FN5O | the ωB97M-V functional and the def2-TZVPD basis

```
41
Properties=species:S:1:pos:R:3:forces:R:3:nbo_charge:R:1
C 3.627 1.180 1.151 -0.311 -0.152 -0.185 -0.598
C 2.473 1.043 0.119 0.912 -0.151 -0.078 -0.228
C 2.953 0.227 -1.115 -0.573 -0.207 0.163 -0.613
C 1.923 2.422 -0.280 -0.369 0.038 -0.224 -0.408
C 0.382 2.520 -0.381 0.596 0.347 0.195 -0.217
N -0.240 1.267 -0.800 -0.416 0.138 0.530 -0.114
N -0.022 0.787 -2.037 -0.008 -0.110 -0.280 -0.207
C -0.658 -0.336 -2.056 0.415 0.379 -0.179 0.624
O -0.697 -1.172 -3.130 0.181 0.135 0.501 -0.424
C 0.260 -2.084 -3.105 -0.525 -0.234 -0.312 0.486
N 0.968 -2.986 -3.152 0.273 0.106 0.097 -0.278
N -1.280 -0.591 -0.873 -0.407 -0.361 -0.045 -0.325
C -2.060 -1.800 -0.547 0.260 -0.129 0.093 -0.269
C -1.352 -2.686 0.493 -0.096 -0.192 0.561 0.198
C -2.274 -3.185 1.618 -0.017 0.335 -0.577 -0.654
F -0.796 -3.762 -0.183 -0.056 0.182 -0.048 -0.342
C -1.005 0.463 -0.072 0.366 -0.285 -0.481 0.488
C -1.491 0.640 1.318 -0.174 0.528 0.020 -0.554
C -2.428 1.855 1.411 -0.269 -0.103 0.017 0.121
N -3.666 1.838 1.186 0.180 -0.081 -0.052 -0.514
H 3.593 2.145 1.654 0.052 -0.069 0.173 0.208
H 3.552 0.386 1.894 0.077 0.052 0.086 0.218
H 4.600 1.068 0.678 0.029 0.179 -0.048 0.220
H 1.711 0.436 0.619 -0.260 0.269 0.025 0.174
H 2.754 0.748 -2.050 0.141 0.055 -0.026 0.216
H 4.011 -0.012 -1.051 0.057 0.080 -0.067 0.229
H 2.425 -0.728 -1.184 0.085 -0.042 -0.002 0.204
H 2.230 3.167 0.454 -0.126 0.070 0.005 0.231
H 2.337 2.757 -1.230 0.154 -0.175 -0.011 0.229
H -0.011 2.801 0.592 -0.258 -0.288 0.016 0.218
H 0.072 3.292 -1.083 -0.007 -0.049 -0.068 0.249
H -3.062 -1.507 -0.247 0.031 0.101 0.060 0.235
H -2.139 -2.385 -1.461 -0.086 0.081 -0.059 0.274
H -0.517 -2.140 0.944 0.068 -0.009 -0.175 0.167
H -2.159 -4.259 1.736 0.100 -0.014 0.082 0.266
H -2.022 -2.681 2.549 -0.060 -0.111 0.099 0.227
H -3.316 -2.975 1.377 -0.059 -0.142 0.113 0.214
H -0.653 0.788 2.000 0.089 -0.156 -0.051 0.276
H -2.038 -0.252 1.614 0.034 -0.039 0.077 0.258
H -1.980 2.804 1.702 0.060 -0.018 0.011 0.190
H -4.002 0.907 0.928 -0.084 0.041 0.046 0.326
```
Positions in Å, forces in eV/Å.

Summary:
HOMO ... -14.103 eV
Total charge ... +1
SMILES ... [H]/N=C\Cc1n(CCC(C)C)nc(OC#N)[n+]1C[C@@H](C)F
Orbital gap ... 10.531 eV
LUMO ... -3.571 eV

C5H10MnO3 | the ωB97M-V functional and the def2-TZVPD basis

```
19
Properties=species:S:1:pos:R:3:forces:R:3:nbo_charge:R:1
O -2.273 2.624 0.163 1.365 -1.449 0.223 -1.322
C -0.683 0.373 2.706 0.202 -0.211 0.060 -0.562
C 0.207 -0.329 1.980 0.044 1.399 0.168 0.097
O -0.173 -1.362 1.217 -0.020 -1.037 -0.286 -0.505
C 0.652 -1.687 0.100 -0.005 -0.050 0.045 -0.086
C 0.116 -1.019 -1.144 -0.002 -0.122 -0.317 -0.095
O 0.082 0.401 -0.949 0.914 -0.823 -0.636 -0.623
C 0.387 1.158 -2.125 0.063 0.263 -0.409 -0.257
Mn -1.097 1.327 0.404 -2.221 2.215 0.779 1.271
H -1.710 0.020 2.830 0.300 0.244 -0.109 0.244
H -0.337 1.234 3.276 -0.153 -0.362 -0.062 0.243
H 1.256 -0.020 1.899 -0.255 -0.183 0.068 0.186
H 0.609 -2.775 -0.025 0.035 0.218 0.025 0.212
H 1.694 -1.387 0.278 -0.218 -0.033 0.059 0.187
H -0.898 -1.373 -1.378 0.195 0.094 0.064 0.204
H 0.777 -1.254 -1.989 -0.118 0.035 0.117 0.197
H 0.299 2.219 -1.867 -0.083 -0.309 -0.051 0.233
H 1.414 0.937 -2.445 -0.184 0.011 0.056 0.180
H -0.321 0.913 -2.928 0.140 0.099 0.205 0.196
```
Positions in Å, forces in eV/Å.

Summary:
<S²> ... 8.7792
Multiplicity ... 6
HOMO (alpha / beta) ... -6.399 / -7.057 eV
Total charge ... 0
Relative energy (zero: lowest compared OMol25 entry of this formula, charge and spin) ... 48.1 kcal/mol
Orbital gap (alpha / beta) ... 6.718 / 7.191 eV
LUMO (alpha / beta) ... 0.319 / 0.135 eV

C21H51BF4NO14P3 | the ωB97M-V functional and the def2-TZVPD basis

```
95
Properties=species:S:1:pos:R:3:forces:R:3:mulliken_charge:R:1
C 2.508 3.731 3.264 0.735 0.639 -0.735 -1.716
C 2.079 3.272 1.798 -2.215 0.171 2.888 1.277
C 0.547 3.499 1.677 0.031 1.671 1.101 -0.706
C 0.120 5.013 1.543 1.631 -1.858 1.437 -0.731
C 0.760 5.453 0.271 0.356 3.789 2.309 -1.175
C 2.310 5.383 0.275 -0.519 2.395 -2.785 1.167
N 2.743 4.181 0.868 6.247 -6.446 -2.053 1.079
O 3.831 3.602 0.412 -4.755 3.747 1.880 -0.377
C 2.989 6.562 1.005 1.297 1.520 -0.642 -1.359
C 2.793 5.384 -1.228 -3.677 -0.020 -1.319 -1.597
C 2.359 1.770 1.599 1.402 1.208 1.256 -1.669
H 2.330 4.770 3.484 -0.577 0.640 -0.339 0.405
H 3.599 3.716 3.289 0.043 -0.725 0.368 0.435
H 2.011 3.221 4.096 0.233 -0.578 -0.679 0.372
H 0.072 3.067 2.541 0.091 -0.308 0.513 0.712
H 0.104 2.966 0.865 0.118 -0.390 -0.863 -0.215
H 0.332 5.689 2.461 -0.179 -1.181 -1.544 0.284
H -0.922 4.881 1.443 -1.372 0.607 -0.182 0.543
H 0.332 6.478 0.088 1.361 -0.372 -0.042 0.387
H 0.496 4.970 -0.568 -1.399 -2.500 -2.608 0.546
H 2.545 7.655 0.836 0.736 -2.764 -0.018 0.278
H 4.104 6.536 0.711 -1.707 0.280 0.527 0.346
H 2.921 6.326 2.042 0.087 0.362 1.013 0.424
H 3.795 5.318 -1.459 2.385 -0.362 0.357 0.530
H 2.507 6.382 -1.628 -0.127 -0.517 0.358 0.438
H 2.247 4.596 -1.909 0.830 1.292 1.743 0.091
H 1.872 1.191 2.376 -0.863 0.232 -0.180 0.451
H 3.404 1.479 1.776 -0.107 0.393 -0.738 0.362
H 1.969 1.617 0.635 -0.213 -1.196 -1.282 0.340
B -0.611 -0.644 1.522 -1.235 0.788 1.186 0.444
F 0.638 -1.168 1.484 1.684 -0.663 -0.047 -0.410
F -1.151 -0.705 2.822 0.210 -0.034 0.437 -0.380
F -0.562 0.713 1.155 0.081 0.700 -0.420 0.001
F -1.471 -1.327 0.698 -0.655 -0.554 -1.175 -0.317
C -3.597 -3.833 4.618 -1.032 11.575 14.593 -0.987
C -4.658 -2.673 4.485 4.923 -1.269 -2.540 0.542
O -5.665 -2.693 5.061 -3.472 0.361 1.961 -0.510
C -4.245 -1.609 3.462 -0.072 1.280 -3.862 -0.555
H -3.783 -4.528 5.426 -0.610 0.227 0.604 0.428
H -2.579 -3.335 4.909 -1.712 -0.732 -0.706 0.090
H -3.464 -4.344 3.958 2.614 -9.740 -14.408 0.451
H -3.661 -0.660 3.722 -0.713 -1.653 0.306 0.187
H -5.151 -1.240 2.869 0.579 -0.250 1.455 0.359
H -3.688 -2.002 2.486 -0.459 0.172 2.555 0.009
C -2.815 0.636 -5.495 -2.997 -0.616 -2.227 -0.525
O -2.767 -0.721 -4.968 -1.879 0.047 -0.166 -0.412
P -1.397 -1.465 -4.772 -0.731 -2.083 0.005 0.698
O -0.330 -0.524 -4.670 2.731 1.895 0.131 -0.167
O -1.458 -2.463 -3.490 -1.041 0.310 -0.664 -0.295
C -1.982 -2.100 -2.150 -2.659 1.434 -2.864 0.050
O -1.228 -2.442 -6.082 -1.309 1.877 2.379 -0.480
C 0.003 -3.122 -6.147 3.031 4.083 2.914 -0.714
H -3.761 1.262 -5.524 0.010 -1.360 2.419 0.201
H -2.988 0.664 -6.589 2.194 -0.809 -0.116 0.270
H -2.068 1.151 -5.025 2.128 1.597 0.363 0.183
H -3.115 -1.873 -2.222 1.863 -0.324 -0.016 0.268
H -1.471 -1.258 -1.802 0.628 1.439 0.360 -0.221
H -1.853 -2.837 -1.441 0.531 -2.117 0.873 0.221
H -0.274 -3.982 -6.442 -1.685 -6.924 -1.379 0.391
H 0.615 -3.208 -5.116 -1.331 0.520 -2.547 0.215
H 0.558 -2.818 -7.030 0.639 1.030 0.438 0.281
C 1.436 -0.521 -1.635 -3.451 -3.108 1.833 -0.327
O 1.655 0.484 -2.607 -0.898 1.204 -0.395 -0.272
P 0.652 1.791 -2.795 -0.840 -6.581 -4.800 0.244
O 0.997 2.757 -1.885 1.965 6.674 6.554 -0.150
O 0.921 2.406 -4.263 0.625 -1.481 -0.104 -0.373
C 2.033 1.985 -5.203 0.940 1.396 3.178 -0.593
O -0.872 1.324 -2.600 1.416 -1.119 -0.757 0.202
C -1.789 1.945 -1.672 -2.323 -1.876 -1.081 -0.282
H 0.338 -0.597 -1.212 1.892 1.401 -0.467 -0.250
H 2.057 -0.739 -0.684 -0.214 1.474 -1.872 0.317
H 1.288 -1.519 -2.112 1.121 0.623 -0.415 0.350
H 1.747 2.457 -6.126 0.377 0.064 -0.270 0.276
H 2.007 0.938 -5.194 -0.129 -1.514 -0.564 0.243
H 3.127 2.261 -4.746 -2.818 -0.111 -1.217 0.190
H -2.684 2.087 -2.415 1.287 0.432 1.985 0.259
H -1.243 2.806 -1.389 -0.421 1.269 0.897 -0.012
H -2.160 1.259 -0.767 1.382 1.322 -2.062 0.019
C 0.711 -3.802 4.154 -1.890 3.190 0.995 -0.315
O 0.925 -5.127 3.926 0.670 -4.265 -0.756 -0.329
P 0.372 -5.946 2.668 -5.291 1.013 -0.532 0.856
O -1.179 -6.030 2.760 4.249 -0.172 -0.531 -0.622
O 0.788 -5.003 1.284 4.178 -4.484 3.613 -0.410
C -0.158 -4.190 0.807 -2.841 3.662 -0.924 0.076
O 1.056 -7.438 2.743 1.417 5.042 -1.186 -0.377
C 0.266 -8.541 2.938 2.051 -2.790 -4.069 -0.829
H -0.472 -3.459 4.093 3.104 -0.944 -0.013 0.044
H 1.332 -3.343 3.388 -0.392 1.193 0.188 0.312
H 1.110 -3.544 5.205 -0.671 -0.439 -1.681 0.272
H -0.400 -3.413 1.603 -0.628 -1.109 -1.139 -0.062
H -0.930 -4.865 0.465 -1.194 0.685 0.095 0.340
H 0.098 -3.512 -0.086 0.643 -1.364 1.142 -0.047
H -0.562 -8.689 2.214 1.262 -0.343 -0.601 0.304
H -0.276 -8.445 3.711 -3.695 0.953 6.344 0.444
H 1.008 -9.344 3.179 -1.011 0.170 -0.969 0.267
```
Positions in Å, forces in eV/Å.

Summary:
HOMO ... -8.681 eV
Total charge ... 0
Relative energy (zero: lowest compared OMol25 entry of this formula, charge and spin) ... 0.0 kcal/mol
Orbital gap ... 4.730 eV
LUMO ... -3.951 eV

C7H8F6 | the ωB97M-V functional and the def2-TZVPD basis

```
21
Properties=species:S:1:pos:R:3:forces:R:3:nbo_charge:R:1
C 1.462 -0.588 -0.189 -0.810 -0.624 1.089 -0.486
C -0.076 -0.443 -0.549 -0.422 2.431 -0.737 -0.020
C -0.021 0.867 0.451 0.044 0.470 -0.703 0.203
C 1.530 0.829 0.410 -1.374 -1.765 -0.357 0.660
C -0.395 -0.097 -2.087 0.966 1.558 1.493 -0.626
C -1.126 -1.449 -0.179 -0.641 -1.056 0.514 -0.640
C -0.640 0.808 1.866 0.045 -1.126 -1.743 0.957
F -0.454 2.128 0.045 -0.320 -0.867 -0.880 -0.331
F 2.056 1.717 -0.430 0.211 0.663 -0.197 -0.312
F 2.118 0.933 1.612 0.537 0.214 0.170 -0.323
F -0.158 -0.222 2.611 -0.520 0.905 -0.207 -0.320
F -0.366 1.975 2.392 -0.165 0.150 1.562 -0.288
F -1.988 0.666 1.738 0.748 0.085 0.628 -0.322
H 1.532 -1.246 0.766 0.469 0.388 -2.145 0.244
H 2.080 -0.705 -1.099 0.146 -0.596 0.949 0.246
H -1.414 0.410 -2.237 1.595 -0.595 0.488 0.230
H -0.482 -1.112 -2.524 0.653 0.923 -0.456 0.222
H 0.468 0.632 -2.395 -1.751 -1.643 -0.315 0.226
H -2.116 -0.853 -0.191 1.370 -1.582 0.123 0.240
H -0.856 -1.836 0.813 -0.767 0.119 0.091 0.218
H -1.155 -2.415 -0.824 -0.013 1.948 0.633 0.223
```
Positions in Å, forces in eV/Å.

Summary:
HOMO ... -11.246 eV
Total charge ... 0
Relative energy (zero: lowest compared OMol25 entry of this formula, charge and spin) ... 0.0 kcal/mol
SMILES ... CC1(C)CC(F)(F)[C@]1(F)C(F)(F)F
Orbital gap ... 11.999 eV
LUMO ... 0.753 eV

Which formula does entry 5 have?
C7H8F6

Which value of total charge does entry 2 give?
+1